Density functional theory data (the ωB97M-V functional and the def2-TZVPD basis) for 12 unconnected molecules or ions with the total composition C40H92N4O32S8 at a distorted geometry.

XYZ file:
```
176
Properties=species:S:1:pos:R:3:forces:R:3:mulliken_charge:R:1
O 3.01516 -1.08062 3.39674 1.81 0.01 0.98 -0.211
S 4.24688 -0.89845 4.13892 1.30 1.27 -1.11 1.160
O 4.50824 -1.54163 5.38841 -0.60 0.39 -1.03 -0.663
O 5.58066 -1.06574 3.19484 -1.74 -1.78 0.48 -0.427
C 6.10204 0.14328 2.63628 -0.35 -0.20 1.27 -0.190
C 5.07485 1.22326 3.10759 0.64 -0.67 -2.21 0.363
O 4.56929 0.68972 4.29330 -0.92 -0.33 1.63 -0.481
H 7.02970 0.24125 3.20015 0.29 0.48 -0.50 0.256
H 6.25339 -0.08091 1.58038 -0.11 0.72 0.00 0.209
H 4.26254 1.28622 2.38351 -0.06 0.24 -0.15 -0.382
H 5.56741 2.19076 3.20468 -0.30 -0.12 0.55 0.459
O 5.70417 2.69404 -1.09288 -1.92 1.75 1.68 -0.584
S 5.04008 3.50830 -0.08235 -0.46 0.49 0.06 1.300
O 5.77342 3.83492 1.12715 -0.90 -0.29 -1.46 -0.607
O 4.32473 4.88224 -0.70092 2.68 -0.82 -0.80 -0.520
C 3.15383 5.24272 -0.04032 -1.47 -0.69 0.86 -0.303
C 2.80920 4.00696 0.85675 -0.33 1.14 0.65 0.932
O 3.56719 2.96206 0.31809 1.74 -1.75 -0.82 0.114
H 3.24098 6.18231 0.50527 0.34 -0.19 0.17 0.291
H 2.34431 5.36808 -0.75939 0.23 -0.01 -0.35 0.400
H 1.75695 3.72362 0.83271 0.18 -0.01 -0.03 -1.043
H 3.12240 4.14276 1.89192 -0.16 0.20 0.07 0.157
O -2.22980 -2.77748 -1.94982 0.32 -2.88 -0.70 -0.110
S -2.46301 -4.08504 -2.55460 -2.14 -0.27 -0.48 0.855
O -2.93711 -4.11575 -3.95388 1.27 -0.36 3.34 -0.620
O -1.35510 -5.24710 -2.27551 0.75 2.27 -0.45 -0.169
C -1.95868 -6.51931 -2.37623 -1.54 -0.39 -0.42 -0.488
C -3.45915 -6.32264 -1.84671 0.93 0.19 -0.89 -0.406
O -3.48402 -4.93177 -1.51738 -0.09 1.40 -0.43 -0.367
H -1.97955 -6.77554 -3.43548 0.10 -0.40 0.14 0.287
H -1.36508 -7.20843 -1.77552 -0.12 0.15 -0.12 0.331
H -3.68978 -6.99802 -1.02284 0.17 0.68 0.45 0.309
H -4.24658 -6.46535 -2.58677 0.42 -0.30 -0.37 0.289
O 2.40051 -1.82682 -6.59812 -1.50 -0.91 0.96 -0.523
S 1.43880 -2.80511 -6.13497 0.34 -1.71 1.25 1.151
O 0.80037 -3.65027 -7.16258 0.97 2.02 3.13 -0.586
O 2.20541 -3.72572 -4.89288 0.81 -0.63 -3.16 -0.517
C 1.70038 -3.57857 -3.61344 -1.15 2.32 0.40 0.950
C 1.03081 -2.17616 -3.74815 2.24 -1.10 1.89 0.026
O 0.38299 -2.21024 -4.94400 -1.68 -0.78 -4.05 -0.471
H 0.98178 -4.34719 -3.32894 -0.15 -0.14 -0.31 0.302
H 2.41938 -3.47595 -2.80066 0.70 -0.30 -0.46 -0.561
H 1.79216 -1.41761 -3.92992 0.41 0.14 1.21 0.439
H 0.47856 -2.06944 -2.81449 -0.86 0.78 -0.65 -0.436
O -3.97146 -1.92341 4.13588 0.02 1.75 -2.55 -0.640
S -3.71397 -1.09837 2.94215 0.98 0.98 1.81 1.186
O -3.43176 0.35886 3.14057 -1.09 -4.43 -1.24 -0.478
O -2.48295 -1.80073 2.14604 0.86 1.46 0.65 0.427
C -2.90001 -2.99793 1.53034 -1.78 0.50 -0.45 0.181
C -4.28647 -2.52100 0.98650 -0.84 -1.68 -1.03 -0.404
O -4.77035 -1.44469 1.74252 0.63 1.74 2.23 -0.327
H -2.31400 -3.26799 0.65184 0.47 0.27 0.40 -0.455
H -2.90606 -3.77733 2.29231 -0.31 -0.19 -0.24 0.269
H -5.09197 -3.25522 1.00008 0.32 -0.46 0.22 0.452
H -4.26922 -2.18226 -0.04939 0.61 0.10 -0.01 0.139
O -6.36489 3.40013 1.71692 1.66 -1.40 -5.09 -0.602
S -5.87058 2.86361 0.37253 -1.28 -0.98 2.36 1.040
O -5.48613 1.42332 0.33880 -0.73 4.34 -0.34 -0.402
O -6.86984 3.18415 -0.89984 -0.03 -1.13 1.44 -0.386
C -6.77633 4.54522 -1.36229 -0.39 -0.78 1.05 -0.433
C -5.34524 4.95244 -0.94278 -0.57 1.14 -0.96 -0.217
O -4.73613 3.84023 -0.27878 -0.02 -0.31 0.57 -0.068
H -7.02831 4.51215 -2.42225 0.59 -0.04 -0.02 0.255
H -7.56680 5.11047 -0.86858 0.22 0.20 0.16 0.276
H -5.35558 5.86483 -0.34652 -0.02 -0.38 0.57 0.335
H -4.82638 5.24795 -1.85468 0.65 -0.71 0.20 0.149
O 1.52576 0.82853 1.31468 -1.99 -1.00 -1.94 -0.063
S 0.53819 0.49455 0.29908 -1.62 0.14 -1.31 -0.473
O 0.74452 -0.55475 -0.73872 -0.38 2.12 3.01 0.524
O -1.00476 0.45984 0.94895 1.69 -1.64 1.63 0.095
C -1.98513 0.68584 -0.04591 0.88 0.28 -1.27 0.657
C -1.29664 1.80836 -0.85790 -0.63 0.17 -0.83 -0.229
O 0.08772 1.82761 -0.47086 1.07 0.24 -0.51 -0.381
H -2.12272 -0.25037 -0.58690 0.01 0.11 -0.38 -0.178
H -2.96760 1.02410 0.28337 0.35 -0.10 0.89 -0.369
H -1.71215 2.79805 -0.66829 0.16 -0.06 0.55 0.268
H -1.41883 1.69661 -1.93525 0.39 -0.40 -0.06 -0.141
O -6.06933 2.98144 -4.45893 4.95 -0.60 1.31 -0.621
S -4.62791 2.67071 -4.11974 -1.08 -0.49 0.15 0.963
O -4.28364 1.62427 -3.15407 -1.23 2.02 -1.87 -0.328
O -3.74959 2.42719 -5.46457 -1.61 -1.12 1.06 -0.322
C -3.01308 3.56180 -5.78874 2.07 0.68 -0.20 -0.407
C -2.55549 4.19226 -4.43091 -0.21 -0.99 -2.30 0.287
O -3.74439 3.99822 -3.70469 -2.11 0.34 1.37 -0.218
H -2.14108 3.22661 -6.35030 -0.09 -0.04 -0.08 0.105
H -3.62012 4.21290 -6.41778 0.05 0.35 0.26 0.366
H -2.26444 5.22041 -4.64611 -0.66 0.28 0.60 0.420
H -1.71397 3.69368 -3.94991 -0.07 -0.36 -0.20 -0.239
C 1.79521 2.76161 -3.03094 -0.46 -0.07 -0.70 -1.691
C 1.15539 1.54044 -3.73708 -0.42 -0.18 0.10 0.688
N 0.18025 1.86316 -4.82088 0.70 0.82 1.10 0.676
C -0.59000 0.69621 -5.29356 0.77 -0.51 1.15 -0.392
C -1.57667 0.03762 -4.24527 0.09 0.97 -1.87 -0.475
C 0.89142 2.60648 -5.86372 0.55 -0.48 -1.00 -0.795
C 2.06714 1.84816 -6.51153 0.26 -1.24 -0.70 -1.206
H 2.31041 3.46137 -3.68897 -0.05 -0.22 -0.45 0.727
H 2.58095 2.48163 -2.32929 -0.41 -0.27 0.34 0.151
H 0.99525 3.34922 -2.58053 0.10 -0.04 0.45 0.190
H 1.93597 0.85668 -4.07066 0.33 0.05 -0.48 0.255
H 0.63184 0.91002 -3.01835 -0.12 0.34 0.32 -0.427
H -1.12767 0.99159 -6.19453 -0.21 0.03 0.08 0.743
H 0.09660 -0.09934 -5.58302 0.13 0.06 -0.29 -0.280
H -1.79067 -0.95315 -4.64612 0.01 -0.11 0.24 0.450
H -1.24124 -0.04967 -3.21185 0.13 0.12 -0.20 -0.264
H -2.50217 0.60444 -4.34661 0.04 -0.16 0.68 -0.143
H 1.27630 3.56952 -5.52826 -0.32 -0.03 0.45 0.476
H 0.19429 2.83513 -6.66983 -0.22 0.01 -0.05 0.414
H 2.92597 1.55331 -5.90856 -0.17 0.47 0.58 0.256
H 2.52386 2.25265 -7.41479 -0.31 0.85 0.09 0.448
H 1.73955 0.88289 -6.89759 -0.39 -0.21 0.12 0.288
C 0.35505 2.36176 4.25553 -0.34 -1.67 1.13 -0.739
C 0.09363 3.79066 4.17441 0.40 1.94 -0.91 -0.884
N -0.03295 4.29670 2.80882 -0.03 0.14 0.04 0.733
C -1.06961 3.61811 1.96626 1.53 0.35 0.38 1.492
C -2.45826 3.77260 2.41312 -2.37 1.02 0.46 -1.444
C -0.12295 5.76397 2.92309 -0.87 -0.33 -1.67 -0.829
C 0.06506 6.41014 1.55409 0.32 0.17 -1.02 -0.591
H 0.69142 2.16821 5.27411 0.62 -0.20 -0.04 0.578
H 1.06424 2.01116 3.50571 -0.02 -0.06 0.17 -0.022
H -0.55567 1.76285 4.25814 -0.14 -0.10 -0.67 0.118
H -0.72263 4.14407 4.80442 -0.44 -0.23 0.26 0.292
H 0.95938 4.36550 4.50326 0.22 -0.24 0.52 0.488
H -0.96569 4.03734 0.96549 0.11 -0.18 -0.14 0.014
H -0.82842 2.55549 1.93831 0.31 0.18 -0.04 -1.144
H -3.23155 3.26359 1.83776 0.43 -0.77 -0.15 -0.114
H -2.65774 3.53685 3.45845 0.24 -0.17 0.03 0.273
H -2.82799 4.78547 2.25348 0.26 0.51 0.30 0.383
H 0.60693 6.17568 3.62014 -0.02 -0.44 0.09 0.644
H -1.12491 6.05159 3.24162 -0.13 0.15 0.61 0.401
H 0.33875 5.68742 0.78541 0.17 -0.37 0.16 -0.237
H 0.86688 7.14700 1.50701 -0.09 0.21 0.27 0.331
H -0.82822 6.86037 1.12114 -0.14 0.24 0.36 0.259
C 4.45851 -5.43802 -1.44861 0.76 -0.15 -0.92 -1.152
C 3.80055 -5.13083 -0.15031 -0.18 -0.10 0.05 -0.659
N 3.41854 -3.71002 -0.12442 0.64 -1.28 -1.60 1.346
C 2.30823 -3.34626 0.67512 -1.34 0.19 0.52 -0.068
C 0.98118 -3.99077 0.19476 1.12 -0.23 0.80 -0.783
C 4.54108 -2.84093 0.10572 -0.01 1.62 0.23 -0.972
C 4.45255 -1.49360 -0.70895 0.33 -1.09 0.80 -0.542
H 3.71920 -5.24625 -2.22626 0.27 -0.03 -0.26 0.141
H 4.77567 -6.47908 -1.50950 -0.11 -0.14 0.03 0.479
H 5.35679 -4.84980 -1.63622 -0.08 0.20 -0.09 0.278
H 2.99647 -5.86656 -0.16632 -0.81 0.68 0.51 0.325
H 4.42737 -5.46433 0.67672 0.25 0.35 0.50 0.344
H 2.55654 -3.65766 1.68975 -0.51 0.13 0.68 0.480
H 2.19263 -2.26241 0.67575 0.21 0.03 -0.03 -0.537
H 1.02285 -4.98418 0.64141 -0.45 -0.37 -0.53 0.681
H 0.07439 -3.52300 0.57821 0.19 0.32 -0.06 -0.239
H 0.99106 -4.02281 -0.89473 -0.24 -0.13 0.05 -0.116
H 5.51903 -3.31353 0.01432 -0.22 -0.29 -0.64 0.449
H 4.54105 -2.53873 1.15299 0.02 0.04 0.47 0.292
H 3.92804 -1.65193 -1.65124 0.27 0.03 -0.10 -0.005
H 5.47952 -1.15330 -0.84177 -0.10 0.26 -0.38 0.464
H 3.91479 -0.73550 -0.13957 -0.09 0.01 -0.02 -0.101
C -1.69219 -2.17807 6.87493 0.04 0.67 -0.64 -1.179
C -1.50665 -3.38211 5.96609 0.12 0.05 0.24 -0.458
N -0.11643 -3.48107 5.43430 -1.43 -0.05 -0.03 0.580
C 0.07556 -2.77074 4.16065 0.80 -0.48 1.08 -0.877
C -0.14296 -1.25868 4.29691 0.93 -1.35 -0.85 -0.196
C 0.33962 -4.86650 5.47693 0.60 0.64 1.71 -0.564
C 0.86634 -5.09671 6.91735 0.34 -0.72 0.06 -1.294
H -2.65668 -2.13238 7.38067 -0.04 -0.39 0.04 0.427
H -1.65081 -1.27190 6.27058 0.19 0.13 0.34 0.112
H -0.87867 -2.18653 7.60033 -0.08 0.18 0.07 0.341
H -1.80856 -4.20946 6.60831 0.66 -0.61 -0.22 0.467
H -2.23127 -3.41156 5.15235 -0.15 0.27 -0.25 0.132
H -0.45376 -3.22217 3.32152 -0.51 -0.04 -0.25 0.155
H 1.13498 -2.94430 3.97195 0.13 0.18 -0.34 0.416
H 0.40042 -0.99809 5.20517 -0.69 0.44 0.22 0.715
H -1.20262 -1.02619 4.19121 0.36 0.50 0.45 -0.242
H 0.46047 -0.83949 3.49177 -0.43 0.43 -0.22 -0.383
H -0.47276 -5.57553 5.31749 -0.09 -0.22 -0.45 0.346
H 1.16631 -5.06017 4.79343 -0.16 0.20 -0.27 0.348
H 1.53711 -4.32163 7.28805 -0.18 0.33 -0.40 0.289
H 0.07499 -5.21580 7.65741 -0.22 0.16 -0.12 0.286
H 1.46251 -6.00616 6.99200 -0.07 -0.33 -0.17 0.455
```
Positions in Å, forces in eV/Å.

Computed properties:
Highest occupied orbital energy = -7.75 eV
Lowest unoccupied orbital energy = 0.0 eV
Energy relative to the best compared isomer or geometry (same formula, charge and spin) = 4.5623 eV
SMILES = O=S1(=O)OCCO1.O=S1(=O)OCCO1.O=S1(=O)OCCO1.O=S1(=O)OCCO1.O=S1(=O)OCCO1.O=S1(=O)OCCO1.O=S1(=O)OCCO1.O=S1(=O)OCCO1.CCN(CC)CC.CCN(CC)CC.CCN(CC)CC.CCN(CC)CC